1.
Formula: C31H24CoN7S3
Source: the Open Molecules 2025 dataset
Level of theory: wB97M-V/def2-TZVPD

Structure (XYZ):
```
66
Properties=species:S:1:pos:R:3:forces:R:3:mulliken_spin:R:1
Co 0.101430 -0.113221 0.072402 0.383 0.271 0.178 0.70
C 1.979155 0.479030 -0.480530 0.100 0.295 -0.052 0.06
C -0.731394 2.715821 -0.488236 -0.095 -0.024 0.111 0.01
H 1.195609 -3.627067 3.600769 -0.003 -0.014 -0.010 0.00
C -0.855375 5.467114 -0.286431 0.112 -0.063 0.073 0.00
H 0.524472 -1.372825 2.865589 -0.009 0.077 0.000 0.01
N 0.572095 -1.811223 0.860547 0.433 -0.506 0.383 0.01
N -2.573294 -1.234750 -1.625039 -0.340 -0.042 0.076 0.04
H 1.099709 2.826404 0.664155 -0.058 0.001 -0.094 0.00
C -3.032304 -2.116830 -2.590565 0.175 0.068 0.155 0.55
H 0.193914 -1.097275 -4.943664 0.020 -0.005 0.022 0.01
N 0.213719 -1.096981 -1.591694 0.528 -0.365 -0.403 -0.04
H -0.073130 0.380049 -2.995835 -0.041 0.029 0.037 0.01
H -3.144797 1.465128 2.313501 -0.021 -0.019 -0.026 0.00
C 0.817977 -3.295042 -2.455038 0.070 -0.172 0.138 -0.01
C -2.151685 -1.623485 -0.375894 -0.534 0.209 0.232 0.07
N -0.947165 1.360040 -0.730133 0.641 0.128 0.165 0.00
C -1.778140 3.442533 -1.050729 -0.126 -0.040 -0.118 0.00
C 0.597199 -2.391504 -1.409561 0.042 0.336 -0.318 0.03
H -0.879745 6.544690 -0.187949 0.014 -0.015 0.005 0.00
C 0.991689 1.186020 2.696795 0.109 -0.181 -0.183 0.00
C -1.255462 1.253858 2.312674 0.097 -0.005 -0.073 -0.01
H -2.693930 5.374974 -1.409857 0.035 -0.006 0.009 0.00
H -3.300000 1.111282 -3.863034 0.006 -0.050 0.090 0.00
H 2.613262 -0.398591 -0.660228 0.048 0.054 0.004 0.00
C 1.328478 -4.404578 1.600464 -0.031 0.013 0.130 0.04
C 1.377848 -5.018097 -0.833057 -0.034 0.053 0.193 -0.01
H 1.615936 -5.407352 1.894156 0.003 0.030 -0.004 0.00
C 0.647352 2.047301 3.749309 -0.014 0.017 0.027 0.00
S -1.070063 2.317481 3.736023 -0.039 0.069 0.055 0.00
C 1.581454 2.538873 4.642696 0.061 0.012 0.021 0.00
C 0.130262 -0.671482 -2.856207 0.129 0.076 0.311 0.03
H 0.772519 -3.507079 -4.597338 0.012 0.019 0.012 0.00
C -3.210008 0.207377 -3.279153 -0.133 0.141 -0.554 -0.02
H 4.300082 0.959780 3.393020 -0.020 -0.001 0.005 0.00
H -3.122859 -3.167732 -2.385679 -0.014 0.050 0.035 0.01
S -1.930307 -3.179546 0.068736 -1.124 -0.172 -0.065 0.24
H -3.500014 2.654381 -2.056337 0.051 -0.020 0.065 0.00
C 1.099342 -3.422870 2.543645 0.002 -0.142 -0.019 0.02
H 1.908700 1.050568 -1.414858 0.018 -0.065 -0.020 0.00
H 1.275382 3.207624 5.438745 0.014 -0.029 -0.020 0.00
H 0.981105 5.280083 0.827343 -0.034 0.012 -0.015 0.00
C -2.045719 1.276471 -1.412933 -0.658 -0.397 -0.304 0.02
H 3.658441 2.534125 5.192417 -0.015 0.003 -0.006 0.00
N -2.407801 1.007037 1.789823 0.172 -0.218 -0.242 0.01
C 0.207181 4.744926 0.292139 -0.098 0.116 -0.061 0.00
H -2.061647 -0.782929 0.319757 -0.172 -0.075 0.013 -0.04
C 2.911803 2.157511 4.505503 -0.075 0.014 -0.022 0.00
C 1.170477 -4.088978 0.252306 0.218 -0.049 -0.248 -0.03
C -2.640206 0.097945 -2.073407 0.144 0.155 0.512 0.00
N -2.596495 2.495968 -1.643931 -0.129 0.314 -0.028 0.01
H 1.672096 -6.032288 -0.591440 0.006 0.012 0.004 0.00
S -3.646171 -1.304270 -3.962123 -0.042 -0.145 -0.121 0.13
H 2.465800 1.109868 0.264856 -0.010 0.048 -0.294 -0.02
C 2.325399 0.785853 2.595583 0.095 -0.146 0.198 0.01
C 0.724676 -2.146205 2.140648 -0.002 0.147 -0.226 0.02
C 0.639133 -2.835873 -3.757703 -0.034 0.148 -0.090 0.06
C 1.215400 -4.641166 -2.115786 -0.075 0.098 -0.109 -0.01
C -1.868342 4.829318 -0.970315 -0.024 -0.054 0.023 0.00
C 0.313136 -1.505535 -3.948968 0.020 -0.139 -0.120 0.02
C 0.286976 3.372391 0.203992 0.074 -0.070 0.037 0.00
C 0.781361 -2.784090 -0.063871 0.535 0.142 0.377 0.06
H 2.622722 0.083244 1.830641 -0.044 0.010 0.139 0.01
N -0.051261 0.781984 1.869265 -0.223 0.067 0.037 0.00
H 1.385166 -5.344875 -2.921749 -0.017 0.014 0.003 0.00
C 3.268856 1.276689 3.491776 -0.078 -0.019 -0.030 -0.01
```
Forces are in eV/Å.

E_HOMO (spin up / spin down)   -5.46 / -6.78 eV
E_tot   -4156.334640 a.u.
<S²>   2.057
2S+1   3
Frontier orbital gap (spin up / spin down)   5.206 / 5.962 eV

***

2.
Formula: C28H51N4OP
Source: the Open Molecules 2025 dataset
Level of theory: wB97M-V/def2-TZVPD

Structure (XYZ):
```
85
Properties=species:S:1:pos:R:3:forces:R:3:lowdin_charge:R:1
P -2.413524 1.259862 -1.606428 -0.174 0.774 0.177 0.70
H 0.170756 -1.582706 1.658253 0.069 -0.091 0.145 0.08
C 0.591159 -1.814262 -1.541227 -0.030 0.063 -0.399 -0.16
N -3.502890 -0.756461 -5.803735 0.065 0.222 0.041 0.04
C 0.275266 2.314133 -1.317273 -0.027 0.303 -0.106 -0.13
H -2.104311 1.827278 -0.283302 0.035 -0.149 0.041 0.02
C -3.019533 -0.923123 -3.444431 -0.050 0.459 -0.152 -0.09
C -7.194928 0.123718 -2.162332 0.453 0.074 -0.129 -0.07
C -0.911127 -0.460112 0.197079 -0.065 0.076 0.180 -0.10
H 2.296838 -2.531921 5.601016 -0.009 -0.029 -0.037 0.14
N 3.877563 -2.028532 4.343260 -0.135 -0.142 0.077 -0.26
H 2.558412 -2.232357 1.155091 -0.166 0.014 -0.033 0.09
C 3.917392 -0.557381 4.557190 0.102 -0.010 -0.035 0.03
C 4.676933 -2.450623 1.505293 0.025 0.009 0.088 -0.17
C 5.231466 -2.567672 3.952614 0.230 0.160 -0.116 -0.11
H -1.139749 4.361094 -2.131221 -0.151 -0.046 0.175 0.09
C 3.932270 -2.279452 6.939038 0.230 0.044 0.065 -0.22
C -3.839125 0.283171 -0.710123 -0.175 -0.576 0.058 -0.30
C -0.873456 2.237846 -2.341515 0.231 -0.141 -0.265 -0.40
H -4.674251 2.397847 -1.606381 -0.043 -0.378 -0.237 0.06
H -2.921920 -1.575024 -2.589878 -0.046 -0.159 0.050 0.10
H 0.260321 2.535008 -5.381149 -0.167 -0.199 -0.117 0.07
H -6.445182 -0.749500 -0.355278 -0.092 0.144 0.364 0.11
C -3.330432 0.560321 -5.675860 0.036 -0.342 0.350 -0.16
H -1.106146 3.644839 -5.618107 -0.133 -0.048 -0.087 0.06
H 2.755388 -3.442497 3.268741 0.014 -0.014 0.047 0.15
C 0.101401 4.070828 -3.854114 -0.615 -0.272 -0.450 -0.26
H -6.262099 1.033215 -0.447457 0.068 0.090 0.162 0.10
C -3.335167 -1.458492 -4.684032 0.016 -0.204 0.251 -0.16
H -4.201487 0.958772 0.070526 -0.030 0.198 0.026 0.07
H -8.188627 0.424708 -1.843555 -0.145 -0.052 0.028 0.07
H 1.022591 1.541786 -1.480609 0.018 -0.236 0.175 0.06
H 5.938582 -2.258461 4.715294 -0.054 -0.067 0.103 0.11
C 3.307915 -1.899242 1.875559 0.156 0.039 -0.155 -0.17
H -6.815651 0.819964 -2.908049 -0.119 0.200 -0.044 0.07
H -3.459167 1.155477 -6.568836 -0.017 0.068 -0.161 0.09
H 6.050573 -1.757366 6.734913 0.030 -0.040 -0.035 0.06
H -3.740992 3.139127 -2.836829 0.292 0.114 -0.058 0.05
H 1.052169 3.695763 -3.484531 0.193 0.191 0.195 0.09
C 5.420099 -2.509452 7.210133 -0.072 0.062 -0.015 -0.10
C 0.030358 -1.390079 0.599238 -0.143 0.132 -0.411 -0.18
H 0.537608 4.163991 -5.974617 0.069 -0.025 -0.149 0.06
H -0.096421 2.267835 -0.293306 -0.040 -0.154 0.113 0.05
H 3.311634 -0.808157 1.814082 -0.055 0.003 -0.010 0.12
N 0.792991 -2.083413 -0.252103 0.043 0.040 0.248 0.01
H 3.677008 -1.237014 7.135547 -0.040 -0.002 -0.004 0.11
H 3.524630 -3.783061 5.433661 0.027 -0.008 -0.035 0.14
C -1.065128 3.635394 -2.938592 0.642 0.502 -0.132 -0.25
H 6.655102 -2.558597 2.373092 0.026 -0.018 0.122 0.13
C -3.656672 2.728184 -1.836484 -0.441 0.105 0.707 -0.34
H 0.125066 5.160145 -3.885241 0.173 0.120 0.107 0.10
C -0.071049 3.566582 -5.297277 0.380 0.180 0.376 -0.11
C 3.371263 -2.716070 5.592278 -0.062 0.050 0.185 -0.13
H -0.414771 -0.717284 -3.086909 0.109 -0.139 -0.177 0.10
C -1.135458 -0.165194 -1.148077 0.347 -0.385 0.026 -0.27
H -3.825553 4.653094 -1.179716 0.050 0.103 0.102 0.05
C 2.876970 -2.358443 3.248450 -0.047 0.046 -0.223 -0.11
H -3.493799 -0.618102 -0.186599 0.095 -0.041 -0.003 0.08
C -3.003669 1.176034 -4.474305 0.027 0.174 -0.013 -0.07
H 4.685365 -0.325331 5.289577 -0.021 0.011 0.030 0.11
C -6.209115 0.098447 -1.009816 -0.076 -0.511 -0.386 -0.31
N -3.329087 3.823113 -0.870314 -0.053 -0.003 -0.581 -0.05
H -2.876790 2.247634 -4.493735 0.015 0.055 0.048 0.07
C -2.842813 0.455275 -3.290612 -0.044 -0.321 -0.497 -0.24
H 1.198495 -2.364231 -2.250634 0.117 -0.101 0.014 0.09
H -1.473546 0.072459 0.955491 -0.056 0.032 0.048 0.09
H 4.150107 -0.060738 3.622980 -0.040 0.009 -0.011 0.10
C 5.691765 -2.092388 2.584179 -0.091 -0.027 -0.173 -0.16
O -4.928353 -0.098770 -1.554850 0.069 0.493 0.007 -0.23
H -3.736966 3.588931 0.025398 0.111 -0.074 0.114 0.04
H 3.365853 -2.855565 7.673491 -0.092 -0.024 -0.069 0.12
C -0.327071 -0.891993 -2.025623 -0.097 0.134 0.431 -0.08
H -1.950150 3.778379 -3.554105 -0.242 -0.219 0.161 0.07
H 5.613044 -2.437865 8.279326 -0.017 -0.017 0.009 0.08
H -0.500353 1.609380 -3.158288 -0.131 -0.093 -0.096 0.08
H 0.809900 3.261225 -1.398683 0.005 0.150 -0.012 0.06
H 2.940827 -0.236332 4.910991 0.000 0.034 0.010 0.12
H 4.620341 -3.539121 1.402535 0.000 -0.002 0.003 0.13
H -3.465282 -2.531385 -4.765274 -0.041 -0.103 -0.103 0.09
H 5.742842 -3.497860 6.880325 0.021 -0.001 -0.005 0.08
H 4.992491 -2.058740 0.539641 -0.019 0.003 -0.007 0.12
H 5.871251 -1.014411 2.595256 0.007 -0.002 0.012 0.12
H 1.935721 -1.894693 3.540402 -0.016 -0.035 0.048 0.13
H -7.220424 -0.847420 -2.648215 -0.173 -0.165 0.010 0.07
H 5.144511 -3.653968 3.969687 -0.045 -0.016 0.001 0.14
```
Forces are in eV/Å.

E_HOMO   -5.75 eV
E_tot   -1732.879768 a.u.
Energy above the lowest of the compared OMol25 structures with the same formula, charge and spin   0.0000 eV
2S+1   1
Frontier orbital gap   5.018 eV

***

3.
Formula: H2O3PS
Source: the Open Molecules 2025 dataset
Level of theory: wB97M-V/def2-TZVPD

Structure (XYZ):
```
7
Properties=species:S:1:pos:R:3:forces:R:3:lowdin_charge:R:1
O -2.110485 0.835082 -0.421088 0.346 -1.017 0.086 -0.42
P 2.263532 0.498158 0.507017 -1.108 -1.377 -1.713 0.37
H 1.628356 1.476441 -0.307463 0.181 0.051 0.056 -0.32
S -1.304974 -0.286907 0.100820 1.390 1.504 -3.379 0.41
O -1.396324 -0.514202 1.481463 -0.706 -0.801 3.462 -0.39
O -1.114868 -1.461275 -0.751187 -0.530 0.348 0.052 -0.42
H 2.034765 -0.547299 -0.609564 0.425 1.293 1.435 -0.22
```
Forces are in eV/Å.

E_HOMO (spin up / spin down)   -2.88 / -4.59 eV
E_tot   -966.428912 a.u.
Net charge   -1
Energy above the lowest of the compared OMol25 structures with the same formula, charge and spin   1.8709 eV
2S+1   1
Frontier orbital gap (spin up / spin down)   5.281 / 8.342 eV

***

4.
Formula: C25H27BMnN10O
Source: the Open Molecules 2025 dataset
Level of theory: wB97M-V/def2-TZVPD

Structure (XYZ):
```
65
Properties=species:S:1:pos:R:3:forces:R:3:mulliken_spin:R:1
C -0.673293 0.923408 3.713597 0.014 0.001 -0.042 0.01
C 3.353005 -3.597760 0.920475 -0.044 -0.066 0.018 0.00
H 2.660398 -7.414899 2.048375 -0.003 -0.001 0.007 0.00
C 0.540835 -1.312173 3.751482 -0.032 -0.009 0.016 0.00
N -0.018584 -2.501979 -0.573380 -0.039 0.017 0.034 0.01
N 2.147598 -1.167176 -0.479947 -0.031 0.006 -0.002 0.00
H 4.022462 -2.753190 0.935127 0.003 0.008 -0.006 0.00
H 3.215872 2.834391 -0.521278 0.001 -0.001 -0.005 0.00
C -1.888296 3.088771 -4.742634 -0.001 -0.008 -0.012 0.25
H 4.413882 0.293171 -2.301245 -0.002 0.001 -0.001 0.00
H 0.130552 -4.404697 -1.440607 0.005 0.005 0.008 0.00
H -2.319031 3.745004 -5.486789 0.004 -0.005 -0.005 0.00
C -0.791091 1.411981 -2.814347 0.004 0.019 -0.018 0.05
N -1.449845 2.039742 0.057111 -0.025 -0.017 -0.038 0.07
H 1.571714 -3.097952 2.877325 -0.002 0.000 -0.008 0.00
C -2.711183 3.727126 0.808243 -0.041 -0.034 -0.009 0.04
C -2.147007 3.334366 -3.392950 -0.001 0.011 0.009 -0.02
N 1.778331 0.139460 -0.382186 -0.026 -0.019 0.036 0.02
H 1.507825 2.682868 -0.921242 0.002 0.004 0.000 -0.01
C -0.017362 -0.246377 3.067388 0.021 0.014 -0.012 -0.03
N -2.636935 3.776663 -0.550723 0.019 0.024 0.011 0.04
C -0.456164 -3.508834 -1.335237 0.042 -0.005 0.020 0.03
H -0.507293 0.860661 4.786093 0.009 0.009 0.002 0.00
H 1.961181 -7.528255 0.434793 0.037 0.004 -0.001 0.00
C -1.987430 -1.917016 -1.316730 0.013 0.024 0.023 -0.03
C -1.704446 -3.178181 -1.829966 -0.057 0.002 -0.008 0.00
C -3.203973 -1.074437 -1.491482 -0.008 -0.005 0.004 0.03
H -3.082978 4.474596 -1.124093 0.001 0.004 0.001 0.00
H 2.730920 2.698179 -2.206497 -0.010 0.007 -0.002 0.00
H 0.081124 0.334243 -4.465220 -0.001 0.000 0.000 0.00
C 3.539570 -4.883515 1.338071 0.082 0.064 -0.025 0.00
C 1.055731 -2.155471 2.786384 0.033 0.011 0.016 0.04
H 3.681688 -2.205482 -1.478192 -0.008 -0.011 0.010 0.00
N -0.961872 -1.518166 -0.549180 -0.018 -0.050 -0.093 0.03
N 1.418776 -4.687885 0.603626 0.029 -0.001 0.033 0.00
C -1.620273 2.527269 -2.406232 -0.006 0.001 -0.011 0.14
C -1.979154 2.642178 1.173254 0.032 0.018 0.014 0.07
C -1.875353 2.756385 -0.994262 0.019 -0.025 -0.006 0.04
C 3.224331 -1.252404 -1.269196 -0.012 -0.025 0.016 0.03
H 0.949384 -7.042186 1.787783 0.004 0.017 0.004 0.00
H -3.267119 4.442400 1.388210 -0.001 -0.001 -0.001 0.00
N 0.832168 -1.621582 1.589096 -0.038 -0.059 -0.004 0.02
C -0.543431 1.181015 -4.214031 0.005 -0.010 0.023 0.16
Mn -0.218808 0.298474 -0.049385 0.032 0.063 -0.053 3.95
O -0.261781 0.622890 -1.985680 -0.004 -0.043 0.084 0.23
C 3.575247 0.019155 -1.684917 0.031 0.017 0.005 -0.01
H -0.898249 1.836604 -6.203114 -0.002 0.003 -0.001 0.00
H 4.439856 -5.313870 1.742286 -0.003 -0.006 -0.002 0.00
H 0.564785 -1.441963 4.819149 0.000 -0.009 -0.001 0.00
H -2.777188 4.179933 -3.153014 0.004 0.001 0.007 0.01
H -2.336701 -3.788027 -2.451595 -0.004 0.007 0.000 0.00
H -3.489512 -1.019225 -2.541651 0.001 0.012 0.000 0.00
H -1.806553 2.268312 2.159331 -0.004 0.005 0.001 0.01
N 2.070835 -3.495590 0.457577 0.030 0.007 -0.013 0.00
C 2.510810 2.350737 -1.198316 0.006 0.001 0.011 0.03
B 1.281697 -2.261057 0.223244 0.069 0.086 -0.024 -0.04
N 0.152461 -0.442445 1.735379 0.039 -0.041 -0.008 -0.13
C 2.633622 0.868668 -1.111186 -0.029 -0.002 -0.009 -0.02
H -3.045500 -0.062898 -1.112666 -0.003 0.004 0.001 -0.01
C -1.080890 2.003827 -5.150718 -0.009 0.015 0.009 -0.03
C 2.299131 -5.529237 1.111929 -0.071 -0.027 0.002 0.00
C 1.948851 -6.957956 1.364212 -0.038 -0.015 -0.014 0.00
H -0.245865 1.866981 3.373926 -0.013 0.004 0.007 0.00
H -4.045793 -1.501091 -0.945289 -0.001 0.000 -0.005 0.00
H -1.753092 0.912318 3.560410 -0.004 0.002 0.004 0.00
```
Forces are in eV/Å.

E_HOMO (spin up / spin down)   -13.72 / -13.72 eV
E_tot   -2767.152694 a.u.
Net charge   +2
Energy above the lowest of the compared OMol25 structures with the same formula, charge and spin   0.0000 eV
<S²>   8.835
2S+1   6
Frontier orbital gap (spin up / spin down)   5.938 / 4.521 eV

***

5.
Formula: C4H7NO2
Source: the Open Molecules 2025 dataset
Level of theory: wB97M-V/def2-TZVPD

Structure (XYZ):
```
14
Properties=species:S:1:pos:R:3:forces:R:3:lowdin_charge:R:1
O 0.727415 0.067372 -1.573885 0.049 0.385 -0.382 -0.07
O -0.107208 1.556040 0.536982 0.373 -0.429 0.025 0.10
H -0.565924 0.584183 -2.947862 -0.179 -0.044 -0.056 0.12
H 1.862253 -0.695138 -0.204732 -0.244 -0.135 0.093 0.16
C -0.578495 0.111008 -1.975816 -0.308 0.165 -0.157 -0.22
C 0.783737 -0.073029 2.088400 0.022 -0.063 0.211 0.00
N 0.912449 -0.345534 -0.273598 -0.040 -0.154 0.321 0.04
C -1.697043 -0.253934 -1.362689 0.208 -0.027 -0.028 0.02
C 0.513305 0.538260 0.734393 -0.269 0.145 0.084 -0.52
H -1.751725 -0.715570 -0.382891 0.153 0.144 -0.122 0.06
H -2.632743 -0.031795 -1.863445 0.163 -0.170 -0.004 0.06
H 0.475499 -1.124435 2.045579 0.095 0.222 0.200 0.08
H 1.849988 -0.037335 2.349546 -0.246 0.055 -0.047 0.09
H 0.195326 0.461619 2.838637 0.222 -0.094 -0.139 0.09
```
Forces are in eV/Å.

E_HOMO   -8.91 eV
E_tot   -361.769620 a.u.
Energy above the lowest of the compared OMol25 structures with the same formula, charge and spin   3.0269 eV
Structure (SMILES)   C=CONC(C)=O
2S+1   1
Frontier orbital gap   9.704 eV